# 1
{"formula": "C18H35F6N5O12S2V", "method": "ωB97M-V with the def2-TZVPD basis set", "homo_ev": [-6.068, -6.068], "lumo_ev": [1.366, 1.903], "homo_lumo_gap_ev": [7.434, 7.971], "charge": -1, "multiplicity": 3, "max_force_ha_per_bohr": 0.095, "s_squared": 2.012, "species": ["V", "N", "O", "O", "O", "N", "O", "O", "O", "C", "F", "F", "F", "S", "O", "O", "O", "C", "F", "F", "F", "S", "O", "O", "O", "N", "C", "C", "C", "C", "H", "H", "H", "H", "H", "C", "C", "N", "C", "C", "C", "C", "H", "H", "H", "H", "H", "H", "H", "H", "H", "H", "H", "H", "H", "H", "H", "C", "C", "N", "C", "C", "C", "C", "H", "H", "H", "H", "H", "H", "H", "H", "H", "H", "H", "H", "H", "H", "H"], "coordinates": [[-0.4144, 2.9421, 1.1061], [-0.4235, 5.3391, -0.2213], [-0.4670, 5.2819, 1.0455], [-1.0399, 6.1826, -0.8345], [-0.1733, 4.1906, -0.7256], [0.0531, 0.7375, -0.3386], [0.3255, -0.2855, -0.9151], [0.8713, 1.6641, -0.0774], [-1.0299, 0.9554, 0.2595], [3.9256, 2.6105, 1.7771], [3.8742, 1.6996, 0.8147], [3.5439, 2.0109, 2.9235], [5.1613, 3.0609, 1.9004], [2.7568, 4.0210, 1.4171], [3.1850, 5.1052, 2.2637], [2.8761, 4.2644, 0.0040], [1.4337, 3.4555, 1.7854], [-4.5286, 2.2780, -0.4546], [-3.7079, 2.0261, -1.4812], [-5.7352, 2.5948, -0.8852], [-4.5892, 1.1631, 0.2780], [-3.8092, 3.7022, 0.5222], [-4.6025, 3.7257, 1.7325], [-2.4116, 3.2620, 0.7763], [-3.8915, 4.8676, -0.3119], [3.1455, -0.8897, -1.5357], [4.2416, -0.1067, -1.7939], [5.3259, -0.9482, -1.9550], [4.8907, -2.2524, -1.6241], [3.5540, -2.1694, -1.3094], [2.2003, -0.5392, -1.4567], [4.0709, 0.9360, -2.0073], [6.2721, -0.5472, -2.2809], [5.5386, -3.1139, -1.6406], [2.8433, -2.9521, -1.0999], [-1.6922, -5.7448, -5.2507], [-0.4175, -5.1232, -4.6698], [-0.3843, -5.0859, -3.2211], [0.9376, -4.7403, -2.6923], [2.0188, -5.7165, -3.1288], [-1.4885, -4.3614, -2.5839], [-1.4619, -2.8533, -2.7463], [-1.9930, -6.6745, -4.7671], [-1.5805, -5.8814, -6.3255], [-2.5240, -5.0515, -5.0981], [0.4263, -5.7245, -5.0059], [-0.3166, -4.1433, -5.1673], [0.8983, -4.7383, -1.6012], [1.1500, -3.7218, -3.0488], [1.5936, -6.7196, -3.2353], [2.8234, -5.8170, -2.4021], [2.4225, -5.4700, -4.1106], [-2.4064, -4.8040, -2.9783], [-1.4847, -4.6999, -1.5419], [-1.5666, -2.6578, -3.8142], [-2.3020, -2.4076, -2.2110], [-0.5623, -2.4231, -2.3121], [-2.0961, 4.2915, 3.7735], [-1.0118, 3.2897, 4.0968], [-0.8319, 2.1609, 3.1286], [-2.0677, 1.3165, 3.1228], [-2.5206, 0.7600, 4.4755], [0.2805, 1.3887, 3.7330], [0.5992, 0.0545, 3.0450], [-1.9174, 4.8232, 2.8383], [-2.1353, 5.0978, 4.5088], [-3.0800, 3.8250, 3.7587], [-0.0489, 3.8086, 4.1585], [-1.1070, 2.9121, 5.1190], [-2.9145, 1.8615, 2.7137], [-1.8749, 0.4755, 2.4602], [-3.3081, 0.0183, 4.3252], [-1.7334, 0.3176, 5.0790], [-3.0700, 1.5367, 5.0147], [0.1537, 1.1658, 4.7929], [1.2147, 1.9317, 3.5955], [1.5616, -0.2921, 3.4156], [0.7173, 0.2617, 1.9786], [-0.1651, -0.7178, 3.1212]], "forces_ev_per_angstrom": [[0.46, 1.39, -2.39], [-4.39, -2.06, 0.30], [0.91, 0.21, 1.12], [2.01, 0.45, -0.06], [0.95, -0.45, -0.30], [0.25, 0.38, 1.84], [-0.26, 0.41, -0.40], [0.99, 0.38, -0.61], [-1.38, -0.20, 0.05], [-1.12, 0.26, 0.00], [0.14, -0.06, -0.05], [0.34, -0.01, 0.11], [0.22, -0.07, 0.08], [0.62, 1.50, -1.26], [-0.33, -0.86, 0.32], [0.05, -0.49, 0.35], [-0.48, -0.70, 0.82], [1.42, 0.45, 0.34], [-0.38, 0.01, -0.26], [-0.22, -0.11, -0.19], [-0.23, 0.03, 0.14], [-0.62, 0.88, 0.57], [0.35, -0.39, -0.34], [0.31, -0.47, 0.08], [0.09, -0.70, -0.07], [0.49, 0.40, 0.81], [-0.64, -0.59, -1.09], [-0.47, 1.27, 0.32], [0.43, 0.05, 0.04], [-0.14, -0.49, -0.86], [0.13, -0.11, 0.25], [0.31, 0.06, 0.09], [0.25, -0.46, 0.16], [-0.26, -0.19, 0.16], [0.01, 0.03, 0.11], [-0.26, 0.55, 0.39], [-0.27, -0.35, -0.36], [-0.09, -0.54, 0.12], [-0.44, 0.30, -0.44], [-0.13, -0.51, -0.35], [0.31, -0.96, 0.18], [-0.41, -0.38, 0.21], [0.30, -0.13, -0.05], [0.01, -0.13, 0.00], [-0.05, -0.05, -0.17], [0.06, 0.04, 0.02], [0.22, 0.17, 0.23], [-0.25, 0.14, -0.01], [0.56, 0.03, 0.34], [-0.13, 0.05, 0.13], [0.10, 0.34, -0.06], [0.23, 0.12, 0.13], [-0.07, 0.28, -0.08], [0.09, 0.41, 0.11], [0.19, 0.49, 0.08], [-0.06, 0.05, -0.15], [0.08, 0.12, -0.28], [-0.29, 0.15, -0.08], [0.78, 1.05, 0.22], [-0.46, -0.02, 1.24], [-0.26, -0.79, 0.01], [-0.65, 0.51, -0.05], [1.23, -1.33, -0.83], [-0.33, 0.54, -0.66], [-0.09, -0.28, -0.13], [0.19, -0.25, 0.28], [-0.04, 0.12, -0.20], [0.02, -0.01, -0.40], [-0.41, -0.37, -0.16], [0.27, 0.23, -0.20], [0.02, 0.15, -0.17], [0.28, -0.23, -0.30], [-0.02, 0.03, 0.09], [0.47, 0.06, 0.35], [-0.35, 0.51, 0.07], [-0.34, 0.54, 0.30], [-0.08, -0.18, 0.05], [0.21, -0.21, 0.05], [0.05, -0.03, 0.29]]}

---

# 2
{"formula": "C18H35FIO7P", "method": "ωB97M-V with the def2-TZVPD basis set", "homo_ev": -9.507, "lumo_ev": 0.088, "homo_lumo_gap_ev": 9.595, "charge": 0, "smiles": "CCCCCCCCC[C@]1(P(=O)(O)O)OC(=O)O[C@@]1(I)CCF.CCOCC", "max_force_ha_per_bohr": 0.094, "species": ["C", "C", "C", "C", "C", "C", "C", "C", "C", "C", "P", "O", "O", "O", "O", "C", "O", "O", "C", "I", "C", "C", "F", "H", "H", "H", "H", "H", "H", "H", "H", "H", "H", "H", "H", "H", "H", "H", "H", "H", "H", "H", "H", "H", "H", "H", "H", "H", "C", "C", "O", "C", "C", "H", "H", "H", "H", "H", "H", "H", "H", "H", "H"], "coordinates": [[8.6677, -1.6790, -1.5271], [7.4631, -1.0207, -0.8095], [6.2184, -0.8822, -1.7568], [5.4916, 0.4412, -1.3919], [4.3141, 0.7569, -2.3638], [3.0146, 1.2446, -1.6377], [1.8051, 0.8301, -2.5312], [0.4287, 1.0404, -1.8322], [-0.2855, -0.3252, -1.5684], [-1.8609, -0.1994, -1.6052], [-2.2382, -0.5062, -3.3854], [-2.2354, -1.9190, -3.7102], [-3.6398, 0.2131, -3.7798], [-1.1420, 0.1954, -4.3602], [-2.1202, 1.1147, -1.0753], [-2.0548, 1.0558, 0.2883], [-2.0019, 1.9089, 1.0529], [-2.1006, -0.2744, 0.6258], [-2.5598, -1.0652, -0.5101], [-1.6355, -2.9764, -0.0549], [-4.0961, -0.9813, -0.3431], [-4.9290, -1.7926, -1.3373], [-4.5568, -3.1228, -1.4275], [8.5849, -2.7760, -1.5740], [9.5579, -1.4902, -0.9009], [8.8434, -1.2742, -2.5335], [7.7165, -0.0210, -0.4336], [7.1775, -1.6894, 0.0181], [5.5381, -1.7291, -1.5797], [6.5525, -0.8368, -2.8053], [6.2235, 1.2637, -1.4640], [5.1512, 0.4006, -0.3453], [4.0986, -0.1156, -2.9992], [4.6286, 1.5847, -3.0216], [2.9339, 0.7893, -0.6378], [3.0805, 2.3384, -1.5410], [1.8874, 1.4376, -3.4489], [1.9758, -0.2092, -2.8487], [0.5708, 1.5941, -0.8915], [-0.1565, 1.7062, -2.4844], [0.0588, -0.6522, -0.5782], [0.0667, -1.0144, -2.3495], [-4.2589, -0.4647, -4.0954], [-1.1852, 1.1560, -4.1925], [-4.3025, -1.2395, 0.7046], [-4.3913, 0.0779, -0.4601], [-5.9700, -1.7829, -0.9661], [-4.9608, -1.3777, -2.3503], [-2.8104, 1.1927, 3.8364], [-4.1763, 0.5495, 3.9972], [-4.2524, -0.3879, 5.0586], [-3.9774, 0.1106, 6.3555], [-4.9149, 1.2219, 6.7967], [-2.0452, 0.4296, 3.6794], [-2.8093, 1.8697, 2.9842], [-2.5236, 1.7665, 4.7200], [-4.4159, -0.0045, 3.0870], [-4.9552, 1.3122, 4.1094], [-2.9320, 0.4314, 6.4240], [-4.0850, -0.7364, 7.0350], [-4.8416, 2.0993, 6.1526], [-4.6780, 1.5340, 7.8151], [-5.9512, 0.8797, 6.7683]], "forces_ev_per_angstrom": [[0.32, 0.20, 0.91], [-0.45, -0.91, -1.17], [0.44, 0.87, 1.21], [-0.11, -0.20, -0.88], [0.05, 0.63, 0.91], [0.26, -0.82, -1.15], [0.50, 0.71, 0.72], [0.22, -0.17, -0.75], [0.26, 0.61, -0.24], [1.47, 0.05, 0.21], [-0.61, 0.19, -1.71], [-0.13, -1.04, 0.54], [0.61, 0.01, 0.63], [-1.03, 0.83, 1.64], [-0.56, 0.77, -0.26], [-0.50, -4.13, -2.46], [0.43, 3.12, 1.51], [-0.01, 0.40, 0.37], [0.49, 0.62, 1.00], [-0.52, 0.32, -0.46], [0.43, -0.50, -0.94], [-1.03, 0.05, 0.50], [0.13, 0.24, 0.10], [-0.22, 0.38, -0.20], [-0.12, -0.07, -0.45], [-0.07, -0.09, 0.30], [0.10, -0.36, 0.02], [0.16, 0.55, 0.04], [0.17, 0.19, -0.44], [-0.25, -0.17, 0.27], [-0.18, -0.30, 0.19], [0.04, -0.03, -0.29], [0.03, 0.20, 0.25], [-0.08, -0.48, -0.05], [-0.01, 0.14, -0.27], [-0.26, -0.31, 0.23], [-0.24, -0.25, 0.23], [-0.31, 0.21, 0.20], [-0.10, -0.20, -0.27], [-0.06, -0.24, 0.38], [-0.29, -0.29, -0.39], [-0.26, -0.12, 0.51], [0.24, 0.17, -0.08], [0.33, -0.16, -0.46], [0.02, -0.21, -0.40], [0.14, -0.33, -0.06], [0.31, 0.02, -0.18], [0.33, -0.06, 0.28], [-0.04, 0.06, 0.28], [0.13, 0.15, 0.03], [-0.12, -0.26, -0.04], [0.04, 0.11, 0.04], [-0.07, 0.05, -0.10], [-0.04, 0.02, -0.08], [-0.03, -0.13, 0.22], [-0.07, 0.03, 0.00], [-0.03, -0.13, 0.11], [0.03, 0.05, 0.01], [-0.02, 0.08, 0.00], [-0.02, -0.08, -0.15], [0.07, 0.02, 0.06], [0.00, -0.03, -0.01], [0.03, -0.02, 0.03]]}

---

# 3
{"formula": "C18H35FN2O9P", "method": "ωB97M-V with the def2-TZVPD basis set", "homo_ev": -4.553, "lumo_ev": 1.751, "homo_lumo_gap_ev": 6.304, "charge": -1, "max_force_ha_per_bohr": 0.111, "species": ["C", "C", "N", "C", "C", "F", "O", "C", "C", "C", "C", "C", "O", "O", "C", "O", "C", "P", "N", "C", "O", "O", "H", "H", "H", "H", "H", "H", "H", "H", "H", "H", "H", "H", "H", "H", "H", "H", "H", "H", "H", "H", "H", "C", "O", "C", "C", "O", "C", "C", "O", "C", "H", "H", "H", "H", "H", "H", "H", "H", "H", "H", "H", "H", "H", "H"], "coordinates": [[-1.3399, 6.3124, -0.1260], [0.1557, 6.5845, -0.7095], [0.2371, 7.3043, -1.8005], [1.3733, 5.9812, 0.1220], [2.6399, 5.5551, -0.8035], [3.0839, 6.8208, -1.3821], [2.2934, 4.7408, -1.9045], [2.0369, 3.3621, -1.6297], [2.2714, 2.8062, -0.1592], [2.3401, 1.1731, -0.2312], [1.6035, 0.5349, 1.0634], [0.2484, -0.2301, 0.7174], [-0.3212, -0.2060, -0.3986], [-0.3698, -0.9868, 1.7596], [0.5167, 2.9422, -2.0476], [-0.0168, 3.7663, -3.1016], [-1.2348, 3.0717, -3.5300], [-0.9436, 1.9020, -5.0105], [0.6161, 1.9120, -5.4040], [-2.4768, 4.0558, -3.7654], [-2.8783, 4.2786, -4.9621], [-3.1488, 4.6263, -2.7057], [-1.7396, 7.3398, 0.2268], [-1.9895, 6.0098, -1.0230], [-1.3250, 5.5405, 0.7137], [-0.7206, 7.5447, -2.1021], [1.7687, 6.8152, 0.8205], [1.0217, 5.1327, 0.7952], [3.5439, 5.2142, -0.1852], [2.7105, 2.7358, -2.3352], [1.3892, 3.0336, 0.5525], [3.2764, 3.1185, 0.3125], [1.9508, 0.7573, -1.2161], [3.4473, 0.8706, -0.1471], [1.4552, 1.3303, 1.8654], [2.3189, -0.2580, 1.5021], [0.3085, -1.4378, 2.3162], [-0.1137, 2.9052, -1.0945], [0.6008, 1.8710, -2.4760], [-1.5339, 2.3864, -2.6451], [-1.7230, 2.3124, -6.1560], [-1.4238, 0.5691, -4.6755], [0.6483, 2.2519, -6.3788], [-2.1810, -3.4950, 1.6859], [-1.2861, -4.4247, 2.2735], [-1.5614, -4.6409, 3.6530], [-1.0630, -6.0135, 4.0901], [-1.9290, -7.0805, 3.6984], [-1.9271, -7.4116, 2.3080], [-0.6516, -8.1124, 1.8556], [0.3984, -7.1686, 1.6663], [1.6782, -7.7571, 1.7702], [-2.0808, -2.5153, 2.1581], [-1.9319, -3.4050, 0.6272], [-3.2128, -3.8529, 1.7665], [-2.6363, -4.5677, 3.8476], [-1.0374, -3.8618, 4.2204], [-1.0564, -6.0352, 5.1843], [-0.0379, -6.1993, 3.7663], [-2.1535, -6.5374, 1.6958], [-2.7584, -8.1113, 2.1783], [-0.8258, -8.6114, 0.8950], [-0.3626, -8.8585, 2.6048], [1.8152, -8.2051, 2.7602], [2.4254, -6.9730, 1.6424], [1.8186, -8.5126, 0.9908]], "forces_ev_per_angstrom": [[0.95, 0.70, -0.53], [-1.71, 0.60, -0.96], [0.41, -1.60, 2.57], [0.65, 0.78, -0.48], [-0.75, 2.00, -0.01], [-0.46, -2.24, 0.80], [0.58, 0.33, 1.71], [-0.62, -1.75, -0.62], [0.09, -1.25, 0.07], [0.41, 0.32, 0.77], [0.51, -0.92, -0.57], [-1.56, -0.04, -2.53], [2.25, 0.10, 4.42], [1.75, 0.70, -1.04], [1.56, -0.56, -0.22], [-1.12, -1.66, 0.72], [-1.23, -0.28, 1.69], [1.60, 0.92, -0.95], [-0.97, -0.15, -0.46], [-3.99, 3.28, 0.92], [1.78, -1.29, 2.27], [3.75, -2.85, -3.27], [0.65, -1.74, -0.21], [0.85, -0.06, 1.38], [-0.30, 1.07, -1.14], [0.45, -0.24, 0.16], [-0.61, -1.28, -1.05], [0.43, 1.05, -1.08], [-1.35, 0.18, -0.93], [-0.84, 1.21, 1.07], [1.49, 0.04, -1.22], [-1.73, -0.17, -0.73], [0.27, 0.55, 1.49], [-1.66, 0.44, -0.26], [-0.08, -1.16, -1.01], [-1.18, 1.11, -0.46], [-0.52, 0.76, -0.52], [0.35, 0.31, -1.31], [-0.13, 1.47, 0.91], [0.09, 1.03, -1.42], [-0.08, -0.32, 1.15], [-0.12, 0.98, 0.16], [0.28, -0.26, 0.70], [0.07, -0.06, -0.02], [-0.21, -0.19, 0.11], [0.51, -0.14, -0.44], [-0.31, 0.06, 0.14], [0.21, 0.13, -0.21], [0.02, -0.23, 0.18], [0.03, 0.55, -0.21], [0.05, -0.08, 0.28], [-0.23, 0.18, -0.09], [-0.19, -0.02, -0.09], [0.09, 0.03, 0.16], [-0.06, 0.03, 0.07], [-0.03, -0.02, 0.04], [-0.11, 0.00, 0.26], [-0.13, -0.02, -0.06], [-0.04, 0.16, -0.21], [0.27, 0.02, -0.04], [0.09, -0.02, 0.11], [-0.13, -0.19, 0.05], [-0.04, -0.02, 0.02], [0.05, -0.14, -0.02], [-0.12, 0.00, -0.06], [0.11, -0.11, 0.05]]}